ORCA calculation (ωB97M-V/def2-TZVPD) on a 2-piece molecular cluster, CH4NS3 overall at a distorted geometry.

```
9
Properties=species:S:1:pos:R:3:forces:R:3
C -0.850585 0.231361 0.442691 2.05 -1.04 0.99
N -1.698644 0.477849 -0.531334 1.56 3.07 -0.71
S 0.533080 1.114994 0.670687 -0.10 0.08 0.17
S 5.494859 0.550419 -0.660710 2.81 -0.52 -0.58
S 6.142392 -0.883001 0.392533 -0.33 0.45 -0.28
H -0.891778 -0.727773 1.127032 -0.85 1.89 -1.71
H 4.280025 0.652727 -0.298921 -2.61 0.09 0.89
H -1.692077 1.344357 -1.162897 0.52 -1.79 1.67
H -2.445510 -0.084246 -0.644307 -3.05 -2.23 -0.44
```
Forces are in eV/Å.

## Properties
total charge	+1
F_max	3.808	eV/A
M	126.3	u
DFT total energy	-35087.3194	eV
energy relative to the best compared isomer or geometry (same formula, charge and spin)	45.4	kcal/mol